(1)
Formula: C9H42AsF6O12
Source: OMol25
Level of theory: ωB97M-V/def2-TZVPD

Positions of all 70 atoms, in Å:
As: -0.199 -1.424 -0.884
F: -1.213 -2.474 0.171
F: 0.383 -2.884 -1.857
F: 0.797 -0.409 -1.936
F: -0.734 0.049 0.033
F: 1.133 -1.604 0.266
F: -1.523 -1.233 -2.112
O: -4.371 5.571 0.886
H: -4.464 4.686 1.238
H: -4.140 5.441 -0.034
O: -3.831 2.096 -6.871
H: -4.525 1.488 -7.123
H: -3.108 1.534 -6.593
O: -6.116 -3.733 -1.132
H: -6.931 -3.462 -0.710
H: -5.427 -3.443 -0.533
O: -6.867 0.924 -1.856
H: -6.370 0.905 -2.674
H: -6.518 0.192 -1.347
O: 6.927 -2.259 -0.602
H: 6.887 -2.217 0.354
H: 6.057 -1.982 -0.890
O: 0.583 4.756 -1.997
H: 0.535 3.930 -1.517
H: -0.255 4.815 -2.456
O: -0.793 -3.975 -7.171
H: -1.590 -3.746 -6.694
H: -0.122 -4.056 -6.494
O: 1.173 -7.147 0.717
H: 0.658 -7.067 1.520
H: 0.950 -6.366 0.211
O: 3.158 -3.788 4.781
H: 3.991 -3.378 5.013
H: 2.888 -3.345 3.977
C: -4.703 -5.932 5.867
C: -5.486 -6.679 6.967
C: -6.685 -7.253 6.283
O: -4.762 -7.757 7.520
H: -4.416 -6.678 5.126
H: -3.715 -5.588 6.173
H: -5.276 -5.123 5.416
H: -5.608 -6.008 7.818
H: -7.232 -6.626 5.579
H: -7.435 -7.685 6.946
H: -6.298 -8.044 5.640
H: -3.975 -7.439 7.969
C: 1.766 4.969 3.990
C: 2.834 6.084 4.087
C: 4.124 5.485 4.736
O: 3.217 6.497 2.865
H: 1.630 4.475 4.952
H: 2.042 4.268 3.202
H: 0.721 5.222 3.807
H: 2.567 6.934 4.716
H: 4.821 6.320 4.816
H: 4.491 4.727 4.045
H: 3.891 5.074 5.719
H: 2.459 6.393 2.287
C: 5.788 3.483 -5.812
C: 5.253 4.519 -6.836
C: 5.404 4.053 -8.286
O: 3.903 4.608 -6.589
H: 6.844 3.216 -5.828
H: 5.453 2.455 -5.956
H: 5.517 3.639 -4.768
H: 5.835 5.382 -6.512
H: 5.052 4.924 -8.839
H: 4.802 3.184 -8.549
H: 6.445 3.938 -8.587
H: 3.713 4.569 -5.649

Calculated values
Maximum force   3.81 eV/Å
Highest occupied orbital energy   -8.6 eV
Orbital gap   10.61 eV
Total charge   -1
E   -111732.162 eV
2S+1   1

(2)
Formula: C30H32Cl2N4PtS2Si2
Source: OMol25
Level of theory: ωB97M-V/def2-TZVPD

Positions of all 73 atoms, in Å:
Pt: 0.465 0.019 -0.635
C: -1.281 0.814 -3.755
Si: -1.422 0.881 -1.868
C: -1.808 2.651 -1.304
C: -2.761 -0.320 -1.278
C: -4.086 0.019 -1.546
C: -5.115 -0.861 -1.246
C: -4.826 -2.086 -0.661
C: -3.513 -2.414 -0.361
C: -2.469 -1.542 -0.665
Si: -0.690 -2.065 -0.299
C: -0.196 -3.453 -1.486
C: -0.399 -2.513 1.521
H: -2.278 1.000 -4.162
H: -0.955 -0.153 -4.139
H: -0.624 1.586 -4.147
H: -2.609 3.045 -1.932
H: -0.955 3.322 -1.409
H: -2.148 2.697 -0.270
H: -4.314 0.973 -2.006
H: -6.136 -0.595 -1.483
H: -5.623 -2.784 -0.447
H: -3.300 -3.370 0.105
H: -0.947 -4.243 -1.414
H: 0.770 -3.892 -1.238
H: -0.172 -3.130 -2.526
H: -0.762 -3.526 1.707
H: -0.927 -1.845 2.199
H: 0.657 -2.497 1.792
N: -0.408 2.059 3.342
C: -1.693 1.983 3.881
C: -1.959 2.554 5.122
C: -3.227 2.473 5.665
C: -4.247 1.843 4.965
C: -3.992 1.277 3.729
C: -2.715 1.334 3.191
S: -2.381 0.584 1.639
N: -0.766 0.843 1.370
C: 0.036 1.499 2.186
C: 1.437 1.636 1.848
C: 2.332 2.393 2.623
C: 3.638 2.550 2.224
C: 4.066 1.910 1.066
C: 3.152 1.145 0.376
N: 1.873 1.021 0.739
H: 0.262 2.565 3.892
H: -1.160 3.055 5.655
H: -3.422 2.899 6.639
H: -5.238 1.796 5.392
H: -4.778 0.784 3.172
H: 2.009 2.870 3.536
H: 4.321 3.157 2.802
H: 5.083 2.001 0.716
H: 3.458 0.603 -0.509
S: 3.333 -1.535 -4.075
C: 2.087 -0.753 -3.207
N: 1.999 -1.053 -1.944
C: 2.940 -1.994 -1.569
C: 3.113 -2.547 -0.300
C: 4.083 -3.509 -0.123
C: 4.903 -3.907 -1.185
C: 4.770 -3.345 -2.439
C: 3.773 -2.393 -2.625
H: 1.428 -0.048 -3.688
H: 2.484 -2.216 0.517
H: 4.222 -3.964 0.848
H: 5.648 -4.673 -1.026
H: 5.415 -3.642 -3.254
Cl: 1.858 2.215 -5.161
C: 2.649 2.663 -3.642
Cl: 1.620 2.354 -2.220
H: 2.869 3.725 -3.661
H: 3.552 2.068 -3.551

Calculated values
Maximum force   3.29 eV/Å
Relative energy (zero: lowest compared OMol25 entry of this formula, charge and spin)   28.5 kcal per mole
Highest occupied orbital energy   -12.5 eV
Orbital gap   5.49 eV
Total charge   +2
E   -103295.648 eV
2S+1   1

(3)
Formula: C17H26N6OS
Source: OMol25
Level of theory: ωB97M-V/def2-TZVPD

Positions of all 51 atoms, in Å:
C: -0.940 -5.763 3.059
C: 0.146 -5.889 1.999
H: 0.736 -6.789 2.189
H: -0.311 -5.991 1.012
C: 1.088 -4.676 1.994
C: 0.380 -3.443 1.526
C: 0.242 -3.149 0.195
C: -0.442 -1.968 -0.133
N: -0.685 -1.387 -1.293
N: -1.328 -0.249 -1.053
C: -1.492 -0.106 0.231
N: -0.960 -1.191 0.897
C: -0.798 -1.582 2.203
N: -0.145 -2.663 2.499
N: -1.399 -0.867 3.172
H: -1.125 -1.077 4.116
H: -1.761 0.050 2.956
S: -2.195 1.307 0.985
C: -0.647 2.222 1.436
H: -0.574 2.227 2.524
C: 0.566 1.485 0.890
O: 1.156 0.707 1.628
N: 0.924 1.700 -0.386
C: 2.099 1.006 -0.872
H: 1.814 0.198 -1.549
H: 2.617 0.581 -0.014
H: 2.759 1.703 -1.386
C: 0.219 2.585 -1.305
C: 0.164 2.032 -2.730
C: -0.678 2.966 -3.595
C: -0.084 4.371 -3.607
C: 0.022 4.920 -2.187
C: 0.850 3.983 -1.312
H: 1.866 3.921 -1.706
H: 0.912 4.373 -0.293
H: 0.479 5.911 -2.201
H: -0.980 5.020 -1.763
H: -0.705 5.034 -4.213
H: 0.911 4.341 -4.058
H: -0.725 2.574 -4.612
H: -1.697 3.002 -3.205
H: 1.167 1.964 -3.153
H: -0.283 1.038 -2.711
H: -0.819 2.663 -0.970
H: -0.753 3.240 1.072
H: 0.648 -3.761 -0.590
H: 1.931 -4.880 1.332
H: 1.457 -4.504 3.005
H: -0.497 -5.712 4.051
H: -1.522 -4.859 2.902
H: -1.609 -6.619 3.022

Calculated values
Maximum force   1.13 eV/Å
SMILES   CCCc1cc2nnc(SCC(=O)N(C)C3CCCCC3)n2c(N)n1
Highest occupied orbital energy   -8.0 eV
Orbital gap   8.50 eV
Total charge   0
E   -39875.511 eV
2S+1   1

(4)
Formula: C22H30N4O5S
Source: OMol25
Level of theory: ωB97M-V/def2-TZVPD

Positions of all 62 atoms, in Å:
C: -4.026 2.384 -6.527
C: -2.855 2.314 -5.597
C: -2.511 3.391 -4.795
C: -1.418 3.343 -3.939
C: -0.660 2.174 -3.892
C: -0.964 1.080 -4.701
C: -2.069 1.173 -5.540
H: -2.317 0.332 -6.171
C: -0.154 -0.175 -4.717
H: -0.523 -0.852 -5.485
H: 0.893 0.046 -4.908
H: -0.196 -0.678 -3.754
S: 0.719 2.153 -2.742
O: 1.597 3.260 -2.996
O: 1.341 0.859 -2.654
N: -0.087 2.476 -1.277
C: -0.933 1.354 -0.892
C: -1.007 1.223 0.623
N: 0.321 0.992 1.161
C: 0.496 -0.004 2.053
O: -0.425 -0.648 2.516
C: 1.946 -0.278 2.472
N: 1.942 -1.339 3.440
C: 1.723 -2.651 3.129
O: 1.781 -3.140 2.031
C: 1.434 -3.366 4.445
N: 1.574 -2.286 5.394
C: 1.775 -1.084 4.810
O: 1.863 -0.002 5.328
H: 1.307 -2.369 6.359
C: 2.395 -4.540 4.736
C: 1.510 -5.769 4.981
H: 1.410 -6.341 4.059
C: 0.151 -5.192 5.369
H: 0.157 -4.870 6.412
H: -0.661 -5.905 5.234
C: 0.025 -3.987 4.443
H: -0.205 -4.314 3.429
H: -0.727 -3.263 4.754
H: 1.923 -6.422 5.748
H: 2.991 -4.298 5.617
H: 3.072 -4.698 3.898
H: 2.384 0.603 2.948
H: 2.536 -0.584 1.605
C: 1.403 1.736 0.543
H: 1.959 1.098 -0.156
C: 0.821 2.914 -0.236
H: 0.290 3.593 0.439
H: 1.619 3.468 -0.732
H: 2.089 2.108 1.308
H: -1.625 0.368 0.906
H: -1.443 2.127 1.061
H: -1.933 1.516 -1.308
H: -0.523 0.427 -1.313
C: -1.094 4.539 -3.103
H: -0.024 4.719 -3.102
H: -1.400 4.371 -2.073
H: -1.612 5.416 -3.484
H: -3.104 4.294 -4.836
H: -3.679 2.584 -7.542
H: -4.707 3.180 -6.238
H: -4.566 1.441 -6.540

Calculated values
Maximum force   1.24 eV/Å
Relative energy (zero: lowest compared OMol25 entry of this formula, charge and spin)   25.3 kcal per mole
SMILES   Cc1cc(C)c(S(=O)(=O)N2CCN(C(=O)CN3C(=O)NC4(CCCC4)C3=O)CC2)c(C)c1
Highest occupied orbital energy   -9.4 eV
Orbital gap   9.99 eV
Total charge   0
E   -50335.995 eV
2S+1   1

(5)
Formula: C6H16NO2PS
Source: OMol25
Level of theory: ωB97M-V/def2-TZVPD

Positions of all 27 atoms, in Å:
C: 2.358 -0.112 -1.578
C: 3.388 0.379 0.652
C: -2.931 0.721 0.167
C: -3.008 -1.781 -0.399
C: 2.571 -0.625 -0.188
C: -2.374 -0.642 0.528
N: -0.257 0.227 2.522
O: 1.381 -0.746 0.505
O: -1.026 -0.625 0.154
P: 0.108 0.191 0.943
S: 0.460 2.916 -1.296
H: 2.029 -0.781 -2.305
H: 1.666 0.722 -1.614
H: 3.394 0.116 -1.856
H: 2.631 1.141 0.697
H: 4.263 0.654 0.056
H: 3.758 -0.096 1.530
H: -2.456 1.348 0.968
H: -2.642 1.216 -0.711
H: -3.966 0.728 0.148
H: -2.582 -2.773 -0.335
H: -2.722 -1.304 -1.262
H: -4.132 -1.825 -0.241
H: 3.104 -1.613 -0.250
H: -2.505 -0.826 1.677
H: 0.390 0.585 3.264
H: -0.899 2.807 -1.775

Calculated values
Maximum force   3.49 eV/Å
Relative energy (zero: lowest compared OMol25 entry of this formula, charge and spin)   75.6 kcal per mole
Highest occupied orbital energy (alpha / beta)   -9.5 / -8.4 eV
Orbital gap (alpha / beta)   8.24 / 6.15 eV
Total charge   0
E   -32187.390 eV
2S+1   1

(6)
Formula: C41H48Cl4N4O8PS2V
Source: OMol25
Level of theory: ωB97M-V/def2-TZVPD

Positions of all 109 atoms, in Å:
V: 0.641 -1.503 0.514
O: 3.619 -2.513 2.798
S: 3.457 -1.216 2.239
O: 4.534 -0.550 1.572
O: 2.251 -1.430 1.149
C: 2.798 -0.038 3.504
C: 3.839 0.772 3.929
C: 3.513 1.739 4.858
C: 2.323 1.665 5.583
C: 1.317 0.735 5.240
C: 1.641 -0.206 4.235
S: 0.254 -1.323 3.668
O: 0.690 -2.653 3.694
O: -0.994 -0.943 4.278
O: 0.133 -0.770 2.201
H: 4.773 0.767 3.345
H: 4.303 2.333 5.310
H: 2.152 2.377 6.378
H: 0.318 0.605 5.746
N: -8.642 -3.455 -4.872
C: -7.750 -3.330 -4.151
C: -6.618 -3.121 -3.230
C: -5.605 -2.279 -3.639
C: -4.532 -1.892 -2.781
C: -4.453 -2.536 -1.521
C: -5.468 -3.431 -1.122
C: -6.539 -3.706 -1.988
N: -3.444 -2.139 -0.547
C: -3.631 -1.690 0.739
C: -2.411 -1.371 1.201
N: -1.449 -1.595 0.208
C: -2.130 -2.069 -0.842
H: -5.682 -1.862 -4.657
H: -3.734 -1.326 -3.175
H: -5.401 -4.018 -0.167
H: -7.338 -4.405 -1.686
H: -4.603 -1.679 1.272
H: -2.106 -0.950 2.123
H: -1.742 -2.601 -1.702
Cl: -2.104 -6.603 1.358
C: -0.547 -5.825 1.189
C: 0.632 -6.473 1.082
C: 1.754 -5.626 0.979
C: 1.624 -4.236 0.868
N: 0.432 -3.643 0.892
C: -0.655 -4.426 1.068
H: 0.724 -7.583 1.161
H: 2.756 -6.010 0.999
H: 2.562 -3.751 0.715
H: -1.635 -3.983 1.160
Cl: 3.713 -3.314 -1.793
C: 2.213 -3.712 -2.755
Cl: 1.946 -5.450 -2.813
Cl: 2.354 -3.082 -4.402
C: 0.882 -3.125 -2.040
O: -0.180 -3.624 -2.361
O: 1.058 -2.162 -1.195
C: -0.138 4.612 2.319
C: -1.238 3.554 2.208
C: -0.762 2.211 1.753
C: 0.228 2.459 0.666
C: 1.575 3.021 1.352
C: 1.251 4.001 2.483
P: 0.482 0.980 -0.486
C: -0.777 1.066 -1.912
C: -2.286 1.185 -1.416
C: -2.777 2.599 -1.334
C: -2.383 3.506 -2.496
C: -0.860 3.476 -2.749
C: -0.535 2.011 -3.107
C: 2.066 1.488 -1.400
C: 2.234 2.949 -1.846
C: 3.671 3.413 -1.726
C: 4.655 2.375 -2.276
C: 4.544 1.026 -1.558
C: 3.303 0.939 -0.672
H: -0.307 5.222 3.197
H: -0.160 5.330 1.491
H: -1.987 3.869 1.497
H: -1.687 3.473 3.231
H: -1.536 1.479 1.487
H: -0.246 1.781 2.583
H: -0.169 3.228 0.032
H: 2.164 3.447 0.588
H: 2.125 2.166 1.761
H: 1.988 4.763 2.460
H: 1.376 3.410 3.457
H: -0.790 0.004 -2.219
H: -2.387 0.694 -0.458
H: -2.935 0.616 -2.118
H: -2.293 3.092 -0.474
H: -3.837 2.653 -1.163
H: -2.706 4.526 -2.362
H: -2.883 3.103 -3.342
H: -0.329 3.794 -1.873
H: -0.518 4.107 -3.554
H: 0.460 1.805 -3.584
H: -1.294 1.732 -3.855
H: 1.944 0.867 -2.344
H: 1.571 3.562 -1.212
H: 1.961 2.999 -2.890
H: 3.929 3.805 -0.723
H: 3.798 4.295 -2.384
H: 5.655 2.706 -2.302
H: 4.423 2.235 -3.400
H: 5.394 0.947 -0.877
H: 4.572 0.195 -2.234
H: 3.526 1.518 0.261
H: 3.114 -0.057 -0.294

Calculated values
Maximum force   3.57 eV/Å
Relative energy (zero: lowest compared OMol25 entry of this formula, charge and spin)   0.0 kcal per mole
Highest occupied orbital energy (alpha / beta)   -12.3 / -12.3 eV
Orbital gap (alpha / beta)   7.46 / 8.14 eV
Total charge   +1
E   -172368.130 eV
2S+1   2